(1)
Density functional theory data (ωB97M-V with the def2-TZVPD basis set) for an isolated molecule of C4H9F2N at a distorted geometry.

gap between HOMO and LUMO	9.83	eV
DFT total energy	-11217.948	eV
ΔE to the lowest compared entry with this formula, charge and spin	21.1	kcal/mol
multiplicity	1
total charge	0
F_max	4.72	eV/Å
LUMO	1.02	eV

Geometry as XYZ:
```
16
Properties=species:S:1:pos:R:3:forces:R:3
C 1.58364 0.71694 0.26596 3.658 0.047 -1.652
N 0.22658 0.92106 0.11276 -2.650 -2.718 2.798
C -0.80442 -0.16125 0.16135 0.098 0.112 -0.704
C -0.81796 -1.14741 -1.02707 2.237 0.648 2.449
C -2.20196 0.43069 0.32660 1.242 1.551 2.603
F -2.70056 0.86790 -0.81554 -0.273 0.818 -1.682
F -3.11734 -0.43554 0.79857 -0.118 -1.110 0.350
H 2.09374 0.09649 -0.61501 -0.793 0.767 1.658
H 2.16632 1.75663 0.17959 -1.331 -2.207 0.606
H 1.77537 0.21141 1.22195 0.389 0.227 -0.252
H 0.02395 1.57911 -0.51021 -1.179 3.161 -3.203
H -0.59923 -0.79072 1.02152 0.049 0.249 0.460
H -1.33943 -0.85185 -1.86579 -0.836 0.860 -1.824
H -1.19392 -2.06121 -0.65580 -0.419 -1.209 0.134
H 0.25956 -1.21438 -1.14100 0.073 -0.695 -1.003
H -2.14906 1.27555 1.06983 -0.147 -0.500 -0.738
```
Positions in Å, forces in eV/Å.


(2)
Density functional theory data (ωB97M-V with the def2-TZVPD basis set) for a cluster of 2 separate species, C4H9F2NO in total at a distorted geometry.

gap between HOMO and LUMO	10.59	eV
DFT total energy	-13266.735	eV
ΔE to the lowest compared entry with this formula, charge and spin	17.4	kcal/mol
multiplicity	1
total charge	0
F_max	1.32	eV/Å
LUMO	0.77	eV

Geometry as XYZ:
```
17
Properties=species:S:1:pos:R:3:forces:R:3
C 0.04052 2.11007 4.58628 -0.003 -0.287 0.336
N -0.39752 3.26406 3.82562 -0.440 0.440 0.069
C 0.20542 3.59751 2.65078 0.329 -0.344 -0.033
C -0.35535 4.82548 1.96525 0.038 0.317 -0.417
O 1.13531 2.93775 2.19612 -0.544 0.386 0.266
H -0.57742 2.02312 5.49578 0.265 0.062 -0.419
H 1.09669 2.21321 4.88707 -0.398 -0.073 -0.165
H -0.06862 1.18413 3.99694 0.100 0.367 0.216
H -1.16961 3.83920 4.17150 0.649 -0.485 -0.289
H -0.25591 5.71686 2.60724 -0.073 -0.349 -0.199
H 0.20364 5.00087 1.03070 -0.263 -0.121 0.484
H -1.42122 4.68777 1.71709 0.379 0.049 0.146
F 3.53211 -0.94834 3.55750 0.028 -0.026 -0.006
C 4.00122 -0.46258 2.38225 -0.468 1.069 -0.624
F 5.02039 -1.24997 1.95969 -0.003 -0.027 0.035
H 3.19248 -0.44944 1.62647 0.317 -0.386 0.389
H 4.35471 0.57802 2.51506 0.086 -0.590 0.212
```
Positions in Å, forces in eV/Å.


(3)
Density functional theory data (ωB97M-V with the def2-TZVPD basis set) for a cluster of 2 separate species, C4H9F2O3P in total at a distorted geometry.

gap between HOMO and LUMO (spin up / spin down)	10.09 / 5.82	eV
DFT total energy	-25157.145	eV
multiplicity	1
total charge	0
F_max	4.40	eV/Å
LUMO (spin up / spin down)	0.79 / -1.78	eV

Geometry as XYZ:
```
19
Properties=species:S:1:pos:R:3:forces:R:3
C 2.04257 1.95037 1.44020 2.283 3.022 -0.015
C -2.03663 1.06891 0.33914 -0.380 -2.345 -0.310
C -1.10030 -2.46842 -2.31040 -1.753 -1.065 1.657
C 2.62552 0.63658 1.19516 -0.988 -0.421 -0.986
O -0.92504 -1.76017 0.61181 -0.512 -1.018 0.551
O -0.76231 0.76257 -0.15309 3.195 -2.437 -1.790
O -0.67432 -1.14340 -1.96384 -0.289 0.116 1.551
F 2.46174 -0.33306 2.08188 0.527 0.061 0.202
F 3.67457 0.47333 0.40721 0.453 -0.066 0.454
P -0.28704 -0.90060 -0.37445 -0.475 3.917 -0.922
H 1.00669 1.84592 1.34805 -1.748 0.060 -0.275
H 2.20783 2.40466 2.49352 0.164 -0.782 -1.473
H 2.42397 2.74762 0.61953 -0.882 -2.035 1.964
H -2.21554 2.10148 0.00298 -0.517 -0.535 0.540
H -1.91468 0.84556 1.40317 -1.050 0.833 0.189
H -2.68665 0.23997 -0.10470 -0.205 1.743 0.670
H -1.85782 -2.97065 -1.59002 1.346 1.245 -0.370
H -0.22781 -3.11608 -2.27112 -0.152 -0.194 -0.961
H -1.75474 -2.38460 -3.17502 0.984 -0.098 -0.675
```
Positions in Å, forces in eV/Å.


(4)
Density functional theory data (ωB97M-V with the def2-TZVPD basis set) for an isolated molecule of C4H9FO2 at a distorted geometry.

gap between HOMO and LUMO	11.37	eV
DFT total energy	-11105.078	eV
ΔE to the lowest compared entry with this formula, charge and spin	21.5	kcal/mol
multiplicity	1
total charge	0
F_max	3.09	eV/Å
LUMO	0.86	eV

Geometry as XYZ:
```
16
Properties=species:S:1:pos:R:3:forces:R:3
O 2.18370 0.89057 -0.21633 -0.370 -2.068 0.229
C 1.92362 -0.52100 0.17141 -2.475 1.670 -0.805
C 0.51906 -1.13139 -0.28081 0.902 2.157 1.232
C -0.67055 -0.64749 0.49241 0.373 0.390 -1.644
F -1.76398 -0.96729 -0.32942 -0.847 -0.994 0.099
C -0.89548 0.78546 0.68807 -1.073 2.280 1.598
O -1.13662 1.51374 -0.48584 1.072 0.690 0.279
H 1.33556 1.31485 -0.14537 -0.482 0.641 -0.151
H 2.07123 -0.55706 1.24239 0.148 -0.594 0.163
H 2.54565 -1.08563 -0.42952 2.106 -1.079 -0.480
H 0.45658 -2.17042 -0.26554 0.707 -2.142 0.839
H 0.29669 -1.03504 -1.31589 0.222 1.187 -1.102
H -0.79799 -1.07365 1.44614 -0.063 -1.159 1.124
H -0.20115 1.35916 1.32050 0.505 -0.478 -0.490
H -1.78528 0.82727 1.34580 -0.138 -0.001 -0.330
H -1.68199 0.97813 -1.04285 -0.585 -0.501 -0.561
```
Positions in Å, forces in eV/Å.


(5)
Density functional theory data (ωB97M-V with the def2-TZVPD basis set) for a cluster of 2 separate species, C4H9FO3S in total at a distorted geometry.

gap between HOMO and LUMO	10.39	eV
DFT total energy	-23986.785	eV
ΔE to the lowest compared entry with this formula, charge and spin	45.2	kcal/mol
multiplicity	1
total charge	0
F_max	3.60	eV/Å
LUMO	0.52	eV

Geometry as XYZ:
```
18
Properties=species:S:1:pos:R:3:forces:R:3
C -1.64725 1.23508 -0.49603 1.709 -1.715 2.217
C 0.15386 1.48670 -2.16748 1.520 -2.801 0.707
C 0.66795 0.40896 0.05391 1.940 -0.304 2.390
C -0.37758 1.02426 -0.80816 0.874 0.820 -0.802
O 0.96050 -1.88267 2.86316 1.235 1.096 0.900
O -0.46582 -3.51762 1.80270 0.251 0.851 -0.365
O 1.19693 -0.84069 -0.48530 0.021 1.470 -1.874
F -1.38197 -1.21822 2.17051 1.517 -0.886 -0.239
S 0.00565 -2.15740 1.65984 -2.397 -1.414 0.938
H 1.10589 -2.37859 3.69840 -0.880 -0.153 -0.838
H -2.10120 0.91145 0.41404 0.427 -0.402 0.986
H -2.40604 1.56310 -1.07108 -1.774 1.610 -2.685
H 1.09599 2.03064 -2.19834 -0.009 0.165 0.547
H -0.59520 2.04221 -2.55487 -2.152 1.982 -1.694
H 0.31246 0.62035 -2.85881 -0.205 0.458 0.485
H 1.59013 1.05660 0.25586 -1.258 -0.192 -0.836
H 0.40093 0.20406 1.13648 -0.425 0.138 -1.484
H 1.48477 -0.58823 -1.41483 -0.394 -0.723 1.648
```
Positions in Å, forces in eV/Å.


(6)
Density functional theory data (ωB97M-V with the def2-TZVPD basis set) for a cluster of 2 separate species, C4H9FP in total at a distorted geometry.

gap between HOMO and LUMO	6.64	eV
DFT total energy	-16288.950	eV
ΔE to the lowest compared entry with this formula, charge and spin	40.1	kcal/mol
multiplicity	1
total charge	+1
F_max	4.39	eV/Å
LUMO	-7.78	eV

Geometry as XYZ:
```
15
Properties=species:S:1:pos:R:3:forces:R:3
C -1.29050 -0.51656 1.05910 -0.794 0.020 -1.871
C -1.72809 -1.29724 -0.17671 0.583 -0.859 1.081
C -2.87414 -0.59198 -0.82679 -0.899 2.028 -0.126
C 4.07726 1.37454 0.07586 2.555 3.483 -0.762
F 3.27947 0.44044 0.58448 -1.393 -1.130 1.384
P -0.29996 -0.30127 -0.39722 0.728 0.153 -0.464
H -1.92287 0.37612 1.06889 0.193 0.060 1.138
H -0.96797 -1.00050 1.93502 0.536 -0.220 1.133
H -1.77460 -2.39122 -0.27085 0.415 0.543 0.383
H -2.66371 0.28514 -1.53522 -0.017 -0.993 0.879
H -3.47711 -0.15354 0.04800 0.326 -0.753 -1.617
H -3.33705 -1.36515 -1.40130 -0.964 0.041 -0.500
H 5.14425 1.32678 0.46542 -1.084 -0.950 -0.967
H 3.91249 2.46127 0.38694 -0.994 -1.394 -0.023
H 3.92253 1.35316 -1.01562 0.810 -0.030 0.331
```
Positions in Å, forces in eV/Å.


(7)
Density functional theory data (ωB97M-V with the def2-TZVPD basis set) for a structure of composition C4H9I2N at a distorted geometry.

gap between HOMO and LUMO	8.17	eV
DFT total energy	-21983.881	eV
ΔE to the lowest compared entry with this formula, charge and spin	0.0	kcal/mol
multiplicity	1
total charge	0
F_max	4.12	eV/Å
LUMO	-0.53	eV

Geometry as XYZ:
```
16
Properties=species:S:1:pos:R:3:forces:R:3
C -0.00024 0.05559 1.89369 -1.049 -0.149 -0.248
C 1.13814 -0.94827 -0.12971 -1.015 -0.130 0.022
C -0.88092 0.10978 -1.76381 -1.478 -1.610 -0.180
C 0.21350 0.27091 0.38804 2.826 -2.987 0.236
N -0.98733 0.25305 -0.30624 -2.095 1.605 -0.423
I 1.45649 2.09463 0.15999 0.497 0.042 -0.182
I -2.03193 2.04712 0.11458 -0.445 -0.697 -0.076
H -0.32084 1.03983 2.19358 0.196 0.181 1.186
H 0.85246 -0.38219 2.44439 -0.254 0.736 -0.451
H -0.88743 -0.61024 2.06482 0.785 0.364 -0.415
H 1.25777 -1.07501 -1.21031 -0.260 0.482 0.164
H 2.15893 -0.99388 0.24419 -0.225 0.497 0.538
H 0.60230 -1.84887 0.21591 0.228 0.153 -0.069
H 0.04132 0.57943 -1.99873 0.615 0.654 -1.301
H -0.81325 -0.99115 -1.92504 0.229 0.705 -0.126
H -1.79897 0.39926 -2.38534 1.447 0.154 1.325
```
Positions in Å, forces in eV/Å.


(8)
Density functional theory data (ωB97M-V with the def2-TZVPD basis set) for the ion C4H9IN with charge +1 at a distorted geometry.

gap between HOMO and LUMO (spin up / spin down)	7.76 / 8.18	eV
DFT total energy	-13874.194	eV
ΔE to the lowest compared entry with this formula, charge and spin	85.5	kcal/mol
multiplicity	1
total charge	+1
F_max	3.05	eV/Å
LUMO (spin up / spin down)	-4.35 / -4.23	eV

Geometry as XYZ:
```
15
Properties=species:S:1:pos:R:3:forces:R:3
C -0.44659 -0.55303 -0.46000 0.125 -0.507 1.466
C -0.11059 0.83526 -0.78953 -0.250 -0.029 2.599
C -1.53838 -0.17225 0.53371 1.850 2.425 -0.012
C 0.64826 -1.48504 0.14709 -1.560 1.690 0.435
N 1.00730 1.33673 0.07006 1.830 0.424 -0.402
I -3.52075 0.07552 -0.02118 0.570 -0.112 0.250
H -0.99335 -0.91252 -1.26293 -0.419 -1.464 -1.798
H -0.49840 1.50321 -1.52336 -0.290 0.091 -0.270
H -1.18371 0.29136 1.51301 -0.806 -0.754 -1.199
H 0.22017 -2.42447 0.32673 -0.680 -1.492 -0.071
H 0.90031 -1.19907 1.18252 0.237 0.271 -0.239
H 1.49474 -1.59002 -0.46647 1.198 -0.072 -0.778
H 1.22467 0.42912 0.63024 0.292 2.271 -0.571
H 0.93742 2.22537 0.64587 -0.779 -1.518 -0.241
H 1.85891 1.63982 -0.52579 -1.319 -1.223 0.831
```
Positions in Å, forces in eV/Å.